# 1
Here is the ion CH2IO3S with charge -1 from the OMol25 dataset. Energies are from ωB97M-V with the def2-TZVPD basis set.

## Properties
**Net charge**: -1
**Orbital gap**: 8.276 eV
**2S+1**: 1
**Lowest unoccupied orbital energy**: 3.06 eV

Each line ends with the Mulliken charge.
Positions of all 8 atoms, in Å:
I 1.23350 -0.86937 -2.14432  -0.312
S -0.19341 -2.12024 2.15507  0.624
O -0.35513 -2.48903 0.20295  -0.489
O -1.57229 -1.96078 2.61839  -0.530
O 0.55340 -0.85372 2.24381  -0.542
C -0.61955 -1.48045 -0.72631  -0.511
H -0.92503 -0.55986 -0.47114  0.379
H -1.19965 -1.94213 -1.47064  0.380

# 2
Here is the molecule CH2N2 from the OMol25 dataset. Energies are from ωB97M-V with the def2-TZVPD basis set.

## Properties
**Orbital gap (spin up / spin down)**: 8.650 / 9.186 eV
**2S+1**: 1
**Lowest unoccupied orbital energy (spin up / spin down)**: -0.16 / 0.04 eV

Each line ends with the Mulliken charge.
Positions of all 5 atoms, in Å:
N -2.06201 -0.51288 0.07815  -0.169
N -1.78822 0.61596 -0.06136  0.051
C -0.23662 0.36444 -0.04019  -0.420
H 0.18702 -0.15332 -0.95542  0.248
H 0.23813 0.15933 0.85746  0.291

# 3
Here is the molecule CH2N2O from the OMol25 dataset. Energies are from ωB97M-V with the def2-TZVPD basis set.

## Properties
**Orbital gap**: 9.585 eV
**2S+1**: 1
**Lowest unoccupied orbital energy**: -0.20 eV

Each line ends with the Mulliken charge.
Positions of all 6 atoms, in Å:
O 0.45182 1.15235 -1.22663  -0.445
N -0.36325 -0.23778 0.21139  0.054
N 0.09944 -1.35123 0.26248  -0.374
C 0.23651 0.85160 -0.09741  0.215
H 0.14567 1.69407 0.55570  0.295
H -0.57019 -2.10901 0.29448  0.254

# 4
Here is a structure of composition CH2N2O from the OMol25 dataset. Energies are from ωB97M-V with the def2-TZVPD basis set.

## Properties
**Orbital gap**: 11.210 eV
**2S+1**: 1
**Lowest unoccupied orbital energy**: 1.08 eV

Each line ends with the Mulliken charge.
Positions of all 6 atoms, in Å:
O 0.30722 0.64628 0.71078  -0.278
N -0.23233 -0.74849 -0.61407  -0.470
N -0.57577 -0.46974 0.71116  -0.025
C 0.63216 0.21083 -0.54233  0.187
H 1.41332 0.58595 -1.16594  0.344
H -1.54460 -0.22483 0.90039  0.243

# 5
Here is a cluster of 2 separate species, CH2N2O2 in total from the OMol25 dataset. Energies are from ωB97M-V with the def2-TZVPD basis set.

## Properties
**Orbital gap**: 11.193 eV
**2S+1**: 1
**Lowest unoccupied orbital energy**: 0.80 eV

Each line ends with the Mulliken charge.
Positions of all 7 atoms, in Å:
O 0.68376 -0.61484 1.75079  -0.437
O 0.11678 1.47169 -2.25166  -0.165
N -0.41735 -0.48701 -0.16237  -0.177
N -0.44030 -0.06002 0.94107  0.022
C -0.87495 0.89953 -2.24199  0.159
H 0.67372 -0.12151 2.50245  0.348
H 0.25835 -1.08784 -0.53829  0.249

# 6
Here is the molecule CH2N2O2 from the OMol25 dataset. Energies are from ωB97M-V with the def2-TZVPD basis set.

## Properties
**Orbital gap**: 10.488 eV
**2S+1**: 1
**Lowest unoccupied orbital energy**: 0.65 eV

Each line ends with the Mulliken charge.
Positions of all 7 atoms, in Å:
O -1.09948 0.93389 0.11673  -0.410
O 2.03436 0.08320 0.41431  -0.424
N -0.19475 0.13056 -0.66714  -0.056
N 0.01808 -1.20711 -0.17495  -0.407
C 0.97761 -0.22588 -0.01420  0.651
H -1.42464 1.61973 -0.45784  0.360
H -0.31118 -1.33439 0.78308  0.286

# 7
Here is the molecule CH2N2O2 from the OMol25 dataset. Energies are from ωB97M-V with the def2-TZVPD basis set.

## Properties
**Orbital gap (spin up / spin down)**: 9.328 / 9.329 eV
**2S+1**: 1
**Lowest unoccupied orbital energy (spin up / spin down)**: -0.75 / -0.75 eV

Each line ends with the Mulliken charge.
Positions of all 7 atoms, in Å:
O 1.91192 -0.98411 0.30289  -0.433
O 1.33169 1.41699 -0.00863  -0.492
N -0.02666 -0.17079 -0.60155  -0.267
N 1.14600 -0.14943 -0.00486  0.769
C -1.13549 -0.05824 -0.02492  -0.116
H -1.86094 0.09089 -0.78766  0.288
H -1.36653 -0.14532 1.12473  0.251

# 8
Here is the molecule CH2N2O2 from the OMol25 dataset. Energies are from ωB97M-V with the def2-TZVPD basis set.

## Properties
**Orbital gap**: 10.539 eV
**2S+1**: 1
**Lowest unoccupied orbital energy**: -0.10 eV

Each line ends with the Mulliken charge.
Positions of all 7 atoms, in Å:
O 0.68446 -0.96359 -0.08918  -0.235
O 1.78770 0.91218 0.26264  -0.320
N 1.88343 -0.26403 0.20810  0.329
N -1.10207 0.30152 -0.84634  -0.522
C -0.53133 -0.31846 0.08957  0.051
H -0.75325 -0.47551 1.10761  0.444
H -1.96894 0.80789 -0.73241  0.252

# 9
Here is the molecule CH2N2O2 from the OMol25 dataset. Energies are from ωB97M-V with the def2-TZVPD basis set.

## Properties
**Orbital gap (spin up / spin down)**: 5.622 / 8.208 eV
**2S+1**: 3
**Lowest unoccupied orbital energy (spin up / spin down)**: 0.59 / -2.85 eV

Each line ends with the Mulliken spin population.
Positions of all 7 atoms, in Å:
O -0.96585 -1.11045 -0.11093  0.093
O 2.13097 -0.28671 -0.32796  0.517
N 0.11064 1.00290 0.12354  0.350
N -0.18913 -0.31223 0.66086  0.460
C 1.07152 0.08454 0.03529  0.514
H -0.31254 1.48004 -0.62930  0.067
H -1.84561 -0.85809 0.24851  -0.002

# 10
Here is the molecule CH2N2O2S from the OMol25 dataset. Energies are from ωB97M-V with the def2-TZVPD basis set.

## Properties
**Orbital gap**: 8.716 eV
**2S+1**: 1
**Lowest unoccupied orbital energy**: -0.76 eV

Each line ends with the Mulliken charge.
Positions of all 8 atoms, in Å:
S -1.09765 1.90070 0.05999  -0.223
O -2.04934 -0.87302 0.00074  -0.472
O -0.14645 -1.91185 0.10025  -0.588
N -0.87368 -0.92736 0.12736  0.849
N 1.19736 0.44164 0.08486  -0.335
C -0.11162 0.60148 0.14958  0.202
H 1.41066 -0.47875 -0.20291  0.284
H 1.67072 1.24717 -0.31987  0.282

# 11
Here is a cluster of 2 separate species, CH2N2O2S in total from the OMol25 dataset. Energies are from ωB97M-V with the def2-TZVPD basis set.

## Properties
**Orbital gap**: 10.549 eV
**2S+1**: 1
**Lowest unoccupied orbital energy**: 0.05 eV

Each line ends with the Mulliken charge.
Positions of all 8 atoms, in Å:
S -3.84494 0.05848 0.49147  -0.052
O -1.27053 1.12907 -0.96643  -0.538
O 0.54860 1.72683 0.09416  -0.461
N 0.01009 -0.35838 0.14632  -0.801
N -0.36152 0.73400 -0.30195  1.190
C -3.08630 -0.41019 -0.71354  -0.013
H 0.95594 1.33197 0.86060  0.398
H -0.53360 -1.12453 -0.08272  0.277

# 12
Here is the molecule CH2N2O2S from the OMol25 dataset. Energies are from ωB97M-V with the def2-TZVPD basis set.

## Properties
**Orbital gap**: 10.054 eV
**2S+1**: 1
**Lowest unoccupied orbital energy**: -0.64 eV

Each line ends with the Mulliken charge.
Positions of all 8 atoms, in Å:
S -0.11177 -0.82760 -0.62354  0.643
O -0.34564 -2.09480 0.00335  -0.462
O 1.15504 -0.25666 0.25219  -0.216
N -1.45727 0.10376 -0.03369  -0.557
N 2.57159 2.10240 -0.01057  -0.297
C 1.94836 1.13120 0.06995  0.319
H -1.53063 0.02341 0.98066  0.289
H -2.22966 -0.18171 -0.63836  0.282

# 13
Here is a cluster of 2 separate species, CH2N2O2S in total from the OMol25 dataset. Energies are from ωB97M-V with the def2-TZVPD basis set.

## Properties
**Orbital gap**: 7.934 eV
**2S+1**: 1
**Lowest unoccupied orbital energy**: -0.82 eV

Each line ends with the Mulliken charge.
Positions of all 8 atoms, in Å:
S -0.94850 -0.90761 -3.55051  0.711
O -1.41613 -1.16007 -4.85727  -0.370
O -1.92287 -0.78743 -2.53112  -0.348
N 0.20912 -0.03494 0.54660  -0.462
N 0.55453 0.40491 1.53445  0.385
C 1.04974 0.70692 2.63283  -0.364
H 1.78316 1.47260 2.65358  0.220
H 0.69094 0.30562 3.57144  0.229

# 14
Here is a cluster of 2 separate species, CH2N2O2Si in total from the OMol25 dataset. Energies are from ωB97M-V with the def2-TZVPD basis set.

## Properties
**Orbital gap**: 8.664 eV
**2S+1**: 1
**Lowest unoccupied orbital energy**: -1.11 eV

Each line ends with the Mulliken charge.
Positions of all 8 atoms, in Å:
Si 0.19098 1.75597 -0.57269  0.126
O 1.39088 -0.18437 1.11475  -0.514
O 0.80067 -0.33407 -0.91887  -0.434
N 0.99296 0.37509 0.14805  0.830
N -1.52034 -1.41812 0.60870  -0.118
C -2.52149 -1.26949 0.01147  -0.126
H 1.27373 2.47653 -1.24813  -0.044
H -0.60738 -1.40155 0.85672  0.280

# 15
Here is the molecule CH2N2O3 from the OMol25 dataset. Energies are from ωB97M-V with the def2-TZVPD basis set.

## Properties
**Orbital gap (spin up / spin down)**: 8.700 / 7.381 eV
**2S+1**: 1
**Lowest unoccupied orbital energy (spin up / spin down)**: -1.41 / -1.42 eV

Each line ends with the Mulliken charge.
Positions of all 8 atoms, in Å:
O -0.58456 -0.62976 0.32310  -0.437
O 4.16694 -1.02035 -1.61206  -0.345
O 3.98001 -0.63370 -0.39553  0.054
N 2.86781 -0.19019 -0.04381  0.067
N 0.57227 0.47514 -0.13689  -0.158
C 1.86751 0.49029 -0.31637  0.215
H 0.13754 1.31553 -0.57101  0.291
H -0.78948 -0.53879 1.19743  0.313

# 16
Here is a cluster of 2 separate species, CH2N2O3 in total from the OMol25 dataset. Energies are from ωB97M-V with the def2-TZVPD basis set.

## Properties
**Orbital gap (spin up / spin down)**: 8.548 / 8.909 eV
**2S+1**: 3
**Lowest unoccupied orbital energy (spin up / spin down)**: -0.39 / -2.46 eV

Each line ends with the Mulliken spin population.
Positions of all 8 atoms, in Å:
O -0.23568 1.93134 -0.68656  0.049
O -1.66689 0.42846 -0.91189  0.039
O 1.31336 -2.20750 -0.15571  0.549
N 1.40536 -1.07849 -0.40232  0.705
N -0.66788 0.82298 -0.46490  -0.023
C -0.01208 0.03031 0.58765  0.667
H 0.71859 0.67016 1.07768  -0.004
H -0.85479 -0.59726 0.95606  0.018

# 17
Here is a cluster of 2 separate species, CH2N2O3P in total from the OMol25 dataset. Energies are from ωB97M-V with the def2-TZVPD basis set.

## Properties
**Net charge**: -1
**Orbital gap (spin up / spin down)**: 9.308 / 6.518 eV
**2S+1**: 1
**Lowest unoccupied orbital energy (spin up / spin down)**: 3.84 / 3.48 eV

Each line ends with the Mulliken charge.
Positions of all 9 atoms, in Å:
P -0.40359 -0.54342 1.60881  0.660
O -1.72039 -1.21299 1.42277  -0.613
O -0.16927 1.66576 -0.39329  -0.397
O 0.08001 -0.21040 2.96637  -0.628
N 0.10379 1.21603 -1.65044  -0.354
N 1.28420 -1.14024 -0.68340  -0.622
C 0.79864 -1.08325 0.39646  0.373
H -0.74703 0.76780 -2.03817  0.239
H 0.77363 0.54071 -1.62912  0.342

# 18
Here is the molecule CH2N2O3S from the OMol25 dataset. Energies are from ωB97M-V with the def2-TZVPD basis set.

## Properties
**Orbital gap**: 9.373 eV
**2S+1**: 1
**Lowest unoccupied orbital energy**: -0.91 eV

Each line ends with the Mulliken charge.
Positions of all 9 atoms, in Å:
S 1.27807 0.07232 -0.19555  1.121
O 1.34487 -0.21273 -1.55565  -0.463
O 1.58497 1.68529 -0.10161  -0.451
O 2.07030 -0.65559 0.78827  -0.533
N -2.54088 -0.91874 -0.10075  -0.837
N -1.41028 -0.43057 0.10569  0.515
C -0.43474 0.14052 0.51344  -0.010
H 0.70054 2.09348 0.09686  0.393
H -2.59285 -1.77397 0.44931  0.265

# 19
Here is a cluster of 2 separate species, CH2N2O3Si in total from the OMol25 dataset. Energies are from ωB97M-V with the def2-TZVPD basis set.

## Properties
**Orbital gap (spin up / spin down)**: 7.950 / 7.950 eV
**2S+1**: 1
**Lowest unoccupied orbital energy (spin up / spin down)**: -1.85 / -1.85 eV

Each line ends with the Mulliken charge.
Positions of all 9 atoms, in Å:
Si -1.63037 0.09764 0.31950  0.594
O 1.73003 -1.68508 0.59033  -0.287
O -0.39137 -0.11394 -0.56850  -0.422
O -3.22965 0.69935 0.07048  -0.461
N 3.31821 1.06372 -0.78780  -0.354
N 2.36522 -1.04055 -0.21712  0.163
C 2.80513 0.08851 -0.43359  0.495
H -3.10405 1.37645 -0.58421  0.322
H -1.86314 -0.48610 1.61090  -0.050

# 20
Here is the molecule CH2N2O3Si from the OMol25 dataset. Energies are from ωB97M-V with the def2-TZVPD basis set.

## Properties
**Orbital gap**: 10.720 eV
**2S+1**: 1
**Lowest unoccupied orbital energy**: -0.70 eV

Each line ends with the Mulliken charge.
Positions of all 9 atoms, in Å:
Si -0.42708 -0.37610 0.32823  0.536
O -0.32075 1.57156 -1.33660  -0.532
O 0.12416 -0.35254 -2.27860  -0.524
O -1.16912 0.74475 1.15856  -0.400
N 2.66261 -1.08869 1.18266  -0.340
N -0.10744 0.35075 -1.29255  0.818
C 1.62537 -0.82245 0.77309  0.052
H -0.99473 -1.67391 0.01478  -0.025
H -1.39303 1.64665 1.45043  0.414